## A
Entry from the Open Molecules 2025 dataset: C4H10N4 as an isolated structure (ωB97M-V/def2-TZVPD).

```
! RIJCOSX wB97M-V def2-TZVPD def2/J DEFGRID3
* xyz 0 1
C 1.123 1.217 0.969
N 0.677 0.363 -0.133
C -0.869 0.198 -0.302
C 0.312 -1.409 0.290
N -1.104 0.218 -1.739
N -1.647 1.197 0.341
C 1.289 -2.309 0.235
N -0.924 -1.074 0.401
H 1.133 0.625 -1.007
H -2.084 0.013 -1.903
H -0.578 -0.533 -2.179
H -2.129 1.821 -0.289
H -2.245 0.802 1.051
H 2.207 1.137 1.057
H 0.836 2.258 0.812
H 0.660 0.868 1.890
H 2.320 -2.041 0.405
H 1.024 -3.349 0.102
*
```

Properties
Gap between HOMO and LUMO = 8.34 eV
LUMO energy = 0.9 eV

## B
Entry from the Open Molecules 2025 dataset: a 2-piece molecular cluster, C4H10N4 overall (ωB97M-V/def2-TZVPD).

```
! RIJCOSX wB97M-V def2-TZVPD def2/J DEFGRID3
* xyz 0 1
C -1.689 0.383 0.037
C -1.533 -0.953 -0.310
C 2.271 -0.053 -0.375
N 0.971 -0.204 0.278
N 1.018 -1.232 1.273
N -1.932 1.360 -0.971
C 0.230 0.975 0.614
N 0.429 2.104 0.893
H -2.169 0.584 0.991
H 0.303 -1.108 1.984
H 0.865 -2.107 0.771
H -1.640 2.279 -0.652
H -1.702 1.053 -1.908
H -1.466 -1.253 -1.347
H -1.781 -1.756 0.365
H 2.273 0.816 -1.030
H 2.484 -0.945 -0.970
H 3.068 0.055 0.359
*
```

Properties
Gap between HOMO and LUMO = 8.02 eV
SMILES = CN(N)C#N.C=CN
LUMO energy = 0.0 eV

Which one sits at the top of the stability order? A does.

## A
Entry from the Open Molecules 2025 dataset: one molecule with the formula C4H10N4 (ωB97M-V/def2-TZVPD).

```
! RIJCOSX wB97M-V def2-TZVPD def2/J DEFGRID3
* xyz 0 1
N 0.054 -0.401 -0.592
C -0.982 0.600 1.285
N -0.251 -1.722 -0.209
N -0.522 1.730 1.730
N -2.315 0.109 -0.669
C -1.024 0.546 -0.225
C 1.360 0.034 -0.570
C 2.438 -0.724 -0.385
H 0.138 -2.360 -0.899
H 0.156 -1.936 0.704
H -0.302 2.546 1.142
H -0.391 1.864 2.725
H -2.514 -0.785 -0.234
H -2.327 -0.016 -1.676
H -0.783 1.507 -0.721
H 1.463 1.088 -0.781
H 2.382 -1.778 -0.170
H 3.421 -0.302 -0.457
*
```

Properties
Gap between HOMO and LUMO = 8.97 eV
LUMO energy = 1.0 eV

## B
Entry from the Open Molecules 2025 dataset: one molecule with the formula C4H10N4 (ωB97M-V/def2-TZVPD).

```
! RIJCOSX wB97M-V def2-TZVPD def2/J DEFGRID3
* xyz 0 1
C 1.064 -1.306 -1.499
N 0.275 0.686 1.249
C -0.588 -0.855 0.182
C -0.625 0.624 -0.004
N 1.075 1.830 1.383
N -1.538 -1.399 1.050
C -0.657 1.336 -1.120
N -0.047 -1.703 -0.660
H -0.041 0.234 2.111
H 1.887 1.639 1.971
H 0.543 2.550 1.873
H -1.712 -2.365 0.791
H -2.397 -0.863 1.089
H 1.858 -0.781 -0.956
H 1.491 -2.207 -1.951
H 0.744 -0.675 -2.340
H -0.324 2.367 -1.124
H -1.007 0.888 -2.045
*
```

Properties
Gap between HOMO and LUMO = 9.12 eV
SMILES = C=C(NN)/C(N)=N\C
LUMO energy = 0.9 eV

## C
Entry from the Open Molecules 2025 dataset: C4H10N4 as an isolated structure (ωB97M-V/def2-TZVPD).

```
! RIJCOSX wB97M-V def2-TZVPD def2/J DEFGRID3
* xyz 0 1
C -0.219 -0.723 0.145
C -0.623 -0.257 -1.265
C -0.332 1.188 -1.622
C 0.568 2.000 -1.108
H 2.026 -0.525 1.225
H 0.631 -1.787 2.359
H 1.561 -1.332 -0.584
H -0.244 -1.041 -1.972
H -1.662 -0.322 -1.309
H -0.610 1.392 -2.745
H 0.639 2.964 -1.751
H 1.086 1.879 -0.190
H -1.668 1.273 -0.034
H -1.187 1.785 1.911
N 1.497 -1.801 1.327
N 0.919 -1.555 0.098
N -0.421 0.017 1.140
N -1.556 0.835 1.177
*
```

Properties
Gap between HOMO and LUMO = 8.57 eV
LUMO energy = 0.6 eV

Which one sits at the top of the stability order? A does.

## A
Entry from the Open Molecules 2025 dataset: one molecule with the formula C2H5N3 (ωB97M-V/def2-TZVPD).

```
! RIJCOSX wB97M-V def2-TZVPD def2/J DEFGRID3
* xyz 0 1
C 1.563 -0.821 -0.861
C -1.281 0.570 0.811
H 1.980 -0.872 -1.815
H 1.559 -1.896 -0.274
H 0.124 -0.801 1.043
H -1.755 -0.016 1.677
H -1.276 1.754 -0.749
N 0.836 0.436 -0.527
N 0.128 0.272 0.611
N -1.878 1.374 0.082
*
```

Properties
Gap between HOMO and LUMO = 8.77 eV
SMILES = [H]/N=C\NN=C
LUMO energy = 0.0 eV

## B
Entry from the Open Molecules 2025 dataset: C2H5N3 as an isolated structure (ωB97M-V/def2-TZVPD).

```
! RIJCOSX wB97M-V def2-TZVPD def2/J DEFGRID3
* xyz 0 1
C 1.570 0.774 0.709
C -0.806 0.598 -0.726
N 2.394 1.531 0.997
N -0.101 -1.388 0.351
N 0.199 -0.261 -0.259
H -1.572 -0.041 -1.212
H -1.471 1.086 -0.008
H -0.408 1.206 -1.425
H 0.688 -2.059 0.298
H -0.493 -1.445 1.275
*
```

Properties
Gap between HOMO and LUMO = 9.47 eV
LUMO energy = -0.4 eV

## C
Entry from the Open Molecules 2025 dataset: C2H5N3 as an isolated structure (ωB97M-V/def2-TZVPD).

```
! RIJCOSX wB97M-V def2-TZVPD def2/J DEFGRID3
* xyz 0 1
C 2.107 -0.333 -0.172
C -1.451 0.204 -0.086
H 2.456 0.665 -0.812
H 3.070 -0.971 0.103
H 0.321 1.150 0.756
H -1.831 1.442 0.355
H -3.208 -0.832 0.115
N 0.907 -0.776 0.166
N -0.112 0.293 -0.233
N -2.258 -0.844 -0.193
*
```

Properties
Gap between HOMO and LUMO = 9.13 eV
LUMO energy = -0.1 eV

## D
Entry from the Open Molecules 2025 dataset: one molecule with the formula C2H5N3 (ωB97M-V/def2-TZVPD).

```
! RIJCOSX wB97M-V def2-TZVPD def2/J DEFGRID3
* xyz 0 1
C -1.160 -1.355 -0.672
C 0.946 1.077 0.632
H -1.984 -1.438 -1.407
H -0.978 -2.217 0.100
H -0.100 -0.566 1.304
H 1.283 0.996 1.676
H 0.896 1.863 -1.143
N -0.543 -0.209 -0.681
N 0.331 -0.173 0.346
N 1.307 2.022 -0.156
*
```

Properties
Gap between HOMO and LUMO = 9.82 eV
SMILES = [H]/N=C\NN=C
LUMO energy = 0.6 eV

Which one sits at the top of the stability order? D does.

## A
Entry from the Open Molecules 2025 dataset: one molecule with the formula C3H4OS2 (ωB97M-V/def2-TZVPD).

```
! RIJCOSX wB97M-V def2-TZVPD def2/J DEFGRID3
* xyz 0 1
C -1.378 -0.470 0.431
C -0.757 0.774 -0.273
C 1.924 -0.317 -0.138
H -1.114 -0.559 1.581
H -1.292 1.580 0.178
H -1.010 0.793 -1.351
H 1.314 -1.131 -0.535
O -2.143 -1.208 -0.104
S 0.990 1.108 0.156
S 3.467 -0.570 0.056
*
```

Properties
Gap between HOMO and LUMO = 8.65 eV
SMILES = O=CCSC=S
LUMO energy = -0.3 eV

## B
Entry from the Open Molecules 2025 dataset: C3H4OS2 as an isolated structure (ωB97M-V/def2-TZVPD).

```
! RIJCOSX wB97M-V def2-TZVPD def2/J DEFGRID3
* xyz 0 1
C 0.080 0.394 0.054
C -0.045 -0.908 0.957
C -0.525 -0.722 -0.996
H 0.866 3.499 -0.337
H -0.589 1.156 0.219
H -0.626 -0.832 1.867
H 0.975 -1.489 1.256
O -0.959 -1.524 -0.129
S 1.573 1.328 -0.298
S -0.750 -0.901 -2.592
*
```

Properties
Gap between HOMO and LUMO = 6.32 eV
LUMO energy = -2.4 eV

## C
Entry from the Open Molecules 2025 dataset: one molecule with the formula C3H4OS2 (ωB97M-V/def2-TZVPD).

```
! RIJCOSX wB97M-V def2-TZVPD def2/J DEFGRID3
* xyz 0 1
C 1.471 -0.708 0.135
C -1.320 -0.245 -0.101
C -0.898 1.191 -0.143
H 1.792 -0.045 -0.673
H 1.458 -0.096 1.051
H 2.049 -1.598 0.314
H -1.764 1.872 -0.044
O 0.255 1.620 -0.223
S -0.096 -1.456 -0.285
S -2.947 -0.537 -0.031
*
```

Properties
Gap between HOMO and LUMO = 7.71 eV
SMILES = CSC(=S)C=O
LUMO energy = -1.5 eV

## D
Entry from the Open Molecules 2025 dataset: one molecule with the formula C3H4OS2 (ωB97M-V/def2-TZVPD).

```
! RIJCOSX wB97M-V def2-TZVPD def2/J DEFGRID3
* xyz 0 1
C 1.657 0.662 1.178
C 1.226 0.432 0.077
C 0.337 -0.053 -0.945
O -2.061 -1.547 -0.670
S -2.091 1.013 0.683
S -1.300 -0.491 -0.085
H 2.147 1.070 2.028
H 0.612 -0.946 -1.673
H 0.018 0.835 -1.434
H -0.546 -0.975 0.841
*
```

Properties
Gap between HOMO and LUMO = 9.83 eV
SMILES = C#CC[S@H](=O)=S
LUMO energy = 0.3 eV

Which one sits at the top of the stability order? C does.